Formula: C4H7NOS
Source: the OMol25 dataset
Level of theory: wB97M-V/def2-TZVPD

CARTESIAN COORDINATES (ANGSTROEM)
1 C -2.412 -0.635 -1.121
2 C -1.460 0.323 -0.674
3 C 1.931 -0.094 0.456
4 C 0.003 0.516 -0.756
5 N -2.108 1.017 0.306
6 O 0.525 -0.294 0.203
7 S -3.477 -0.058 0.161
8 H -2.302 -1.477 -1.762
9 H 2.334 0.061 -0.493
10 H 2.335 -1.072 0.843
11 H 2.294 0.722 1.024
12 H 0.593 0.530 -1.662
13 H -0.014 1.893 -0.357
14 H -1.516 0.970 1.183

As for the total charge: 0. The value obtained for the calculated total energy is -684.63975 hartree. The value obtained for the LUMO energy is 0.9 eV. The value obtained for the HOMO energy is -0.297 Eh. Its spin multiplicity is 1. The energy relative to the best compared isomer or geometry (same formula, charge and spin) is 4.553 eV.

Which charges does Löwdin predict for the atoms? In e, they are: -0.3024 -0.5301 -0.0659 -0.2349 -0.2865 -0.1754 0.8643 0.0515 0.0530 0.1136 0.0731 0.1079 0.2051 0.1265